Here is 2 unconnected molecules or ions with the total composition C4H7N from the OMol25 dataset. Energies are from wB97M-V/def2-TZVPD.

```
12
Properties=species:S:1:pos:R:3:lowdin_charge:R:1
C 2.626 -0.161 -0.132 -0.196
C -0.062 -1.271 0.252 -0.114
C 0.058 1.324 0.005 -0.101
C 0.436 -0.038 -0.496 -0.218
N 3.713 0.065 0.071 -0.034
H -1.123 -1.105 0.006 0.092
H 0.207 -2.161 -0.350 0.093
H 0.015 -1.342 1.308 0.074
H -0.086 1.024 1.070 0.101
H 0.848 2.028 -0.024 0.065
H -0.723 1.688 -0.669 0.096
H 0.570 -0.155 -1.662 0.142
```

As for the HOMO-LUMO gap: 10.579 eV. Its largest force on an atom is 6.44 eV/A. As for the energy relative to the best compared isomer or geometry (same formula, charge and spin): 75.6 kcal per mole. As for the HOMO energy: -10.6 eV. For the LUMO energy, the calculation gives -0.064 eV.

Here is a molecular structure, C30H42AsKN5SSeSi from the OMol25 dataset. Energies are from wB97M-V/def2-TZVPD.

```
82
Properties=species:S:1:pos:R:3:lowdin_charge:R:1
K 0.257 -1.703 1.585 0.528
C 4.975 -3.853 -1.309 -0.007
C 3.624 -4.460 -1.398 -0.344
N 3.288 -5.450 -2.155 0.108
N 1.956 -5.625 -1.875 0.008
C 1.443 -4.766 -0.974 -0.831
S -0.097 -4.691 -0.351 0.562
N 2.538 -4.004 -0.685 -0.090
N 2.489 -2.944 0.219 0.058
H 5.685 -4.509 -1.806 0.082
H 5.274 -3.727 -0.267 0.087
H 4.998 -2.877 -1.797 0.086
H 1.435 -6.359 -2.316 0.139
H 3.295 -2.347 0.079 0.090
H 2.524 -3.299 1.182 -0.093
C 2.980 -2.736 6.915 -0.255
Si 1.687 -2.816 5.551 -0.051
C 0.697 -1.214 5.634 -0.243
C 0.540 -4.239 5.993 -0.251
Se 2.628 -3.104 3.558 0.122
H 2.511 -2.630 7.903 0.020
H 3.651 -1.886 6.754 0.019
H 3.588 -3.648 6.914 0.018
H 0.534 -0.894 6.673 0.024
H -0.286 -1.319 5.159 0.011
H 1.236 -0.420 5.112 0.022
H 0.162 -4.149 7.021 0.021
H 1.084 -5.185 5.904 0.018
H -0.315 -4.282 5.312 0.017
C 2.356 6.025 -1.844 -0.060
C 1.661 4.689 -1.750 -0.278
C 0.323 4.545 -2.074 -0.026
C -0.346 3.323 -1.959 -0.273
C -1.817 3.313 -2.317 -0.045
C 0.349 2.189 -1.516 -0.286
As -0.357 0.321 -1.260 1.275
N -0.780 0.129 0.469 -0.449
C -1.288 0.959 1.425 -0.447
C -1.677 0.379 2.665 -0.102
C -2.192 1.130 3.709 -0.117
C -2.357 2.505 3.586 -0.137
C -1.991 3.101 2.382 -0.113
C -1.473 2.360 1.331 -0.052
C -1.995 0.395 -2.404 -0.306
C -1.751 0.475 -3.779 -0.320
C -0.357 0.613 -4.364 -0.076
C -2.810 0.422 -4.686 -0.038
C -4.119 0.269 -4.268 -0.279
C -5.263 0.212 -5.249 -0.062
C -4.349 0.161 -2.899 -0.027
C -3.322 0.218 -1.962 -0.268
C -3.707 0.125 -0.503 -0.051
C 1.716 2.328 -1.187 -0.282
C 2.550 1.174 -0.664 -0.094
C 2.342 3.564 -1.304 -0.030
H 1.708 6.775 -2.298 0.067
H 3.268 5.955 -2.440 0.074
H 2.641 6.383 -0.852 0.077
H -0.233 5.413 -2.415 0.108
H -2.216 4.329 -2.267 0.077
H -2.399 2.686 -1.643 0.062
H -1.983 2.934 -3.328 0.080
H -1.593 -0.697 2.780 0.049
H -2.479 0.633 4.630 0.095
H -2.756 3.093 4.402 0.081
H -2.110 4.173 2.260 0.092
H -1.184 2.862 0.422 0.076
H 0.394 0.899 -3.634 0.023
H -0.351 1.367 -5.153 0.080
H -0.042 -0.334 -4.811 0.083
H -2.594 0.503 -5.749 0.112
H -4.916 0.384 -6.269 0.067
H -6.016 0.967 -5.015 0.074
H -5.756 -0.762 -5.221 0.076
H -5.369 0.033 -2.544 0.111
H -4.766 -0.120 -0.412 0.071
H -3.531 1.069 0.019 0.074
H -3.121 -0.626 0.021 0.065
H 2.516 0.318 -1.334 0.048
H 2.180 0.836 0.307 0.069
H 3.587 1.486 -0.540 0.069
H 3.391 3.653 -1.033 0.111
```

As for the HOMO-LUMO gap: 6.445 eV. Its largest force on an atom is 1.62 eV/A. As for the charge: -1. As for the energy relative to the best compared isomer or geometry (same formula, charge and spin): 21.0 kcal per mole. As for the HOMO energy: -4.2 eV. For the LUMO energy, the calculation gives 2.209 eV.

Here is a single C11H10N2O2 molecule from the OMol25 dataset. Energies are from wB97M-V/def2-TZVPD.

```
25
Properties=species:S:1:pos:R:3:lowdin_charge:R:1
C -2.230 -1.990 -1.022 -0.210
C 0.741 0.553 -0.857 -0.185
C 0.158 -0.562 -1.537 0.121
C 2.024 0.579 -1.213 -0.346
C 1.174 -1.269 -2.077 -0.409
C -1.378 1.370 0.127 -0.026
C -2.252 0.433 -0.189 -0.024
C 0.162 -0.139 1.419 -0.094
C -0.755 -1.253 0.927 -0.157
C 0.080 1.043 0.339 -0.233
C -1.673 -0.958 -0.282 -0.193
N -2.567 -2.862 -1.741 0.149
N 2.316 -0.486 -2.033 0.157
O 2.975 1.437 -0.720 0.045
O 1.214 -2.400 -2.764 0.051
H -1.634 2.350 0.350 0.094
H -3.296 0.540 -0.410 0.108
H 0.031 0.205 2.461 0.113
H 1.256 -0.563 1.376 0.151
H -0.067 -2.008 0.583 0.105
H -1.464 -1.623 1.691 0.129
H 0.449 1.897 0.782 0.112
H 3.130 -0.617 -2.735 0.214
H 3.948 1.144 -0.802 0.150
H 0.386 -3.023 -2.648 0.180
```

As for the HOMO-LUMO gap: 7.031 eV. Its largest force on an atom is 5.61 eV/A. As for the energy relative to the best compared isomer or geometry (same formula, charge and spin): 129.3 kcal per mole. As for the HOMO energy: -7.4 eV. For the LUMO energy, the calculation gives -0.343 eV.

Here is 2 unconnected molecules or ions with the total composition H4O2 from the OMol25 dataset. Energies are from wB97M-V/def2-TZVPD.

```
6
Properties=species:S:1:pos:R:3:lowdin_charge:R:1
H -1.315 0.677 -0.501 0.074
H -1.958 -0.401 0.327 0.035
H 1.472 0.415 0.662 0.041
H 1.031 -0.403 -0.428 -0.013
O -1.099 -0.155 -0.010 -0.060
O 1.869 -0.134 -0.050 -0.077
```

As for the HOMO-LUMO gap: 11.558 eV. Its largest force on an atom is 1.70 eV/A. As for the energy relative to the best compared isomer or geometry (same formula, charge and spin): 3.6 kcal per mole. As for the HOMO energy: -11.0 eV. For the LUMO energy, the calculation gives 0.527 eV. Its SMILES is O.O.

Here is a molecular structure, C27H25GdN4O4S2 from the OMol25 dataset. Energies are from wB97M-V/def2-TZVPD.

```
63
Properties=species:S:1:pos:R:3:lowdin_charge:R:1
Gd 0.212 -0.455 -0.156 1.464
O 3.694 2.273 1.018 0.071
C 3.012 3.437 1.016 -0.260
C 3.781 4.600 1.103 -0.014
C 3.172 5.836 1.116 -0.083
C 1.780 5.951 1.041 -0.095
C 1.025 4.800 0.946 -0.043
C 1.616 3.528 0.925 -0.080
C 0.780 2.304 0.763 -0.436
O 1.364 1.141 0.833 -0.215
N -0.477 2.507 0.471 0.048
N -1.181 1.326 0.192 -0.118
C -2.309 1.507 -0.374 -0.072
C -3.188 0.480 -0.940 -0.138
C -4.457 0.919 -1.349 -0.057
C -5.370 0.067 -1.932 -0.097
C -4.987 -1.267 -2.125 -0.079
C -3.741 -1.719 -1.744 -0.014
C -2.813 -0.862 -1.144 -0.344
O -1.620 -1.320 -0.799 -0.261
H 3.036 1.550 0.993 0.076
H 4.857 4.495 1.167 0.119
H 3.785 6.725 1.195 0.103
H 1.302 6.922 1.065 0.097
H -0.055 4.857 0.892 0.105
H -2.639 2.542 -0.473 0.130
H -4.718 1.961 -1.190 0.109
H -6.349 0.416 -2.230 0.097
H -5.681 -1.962 -2.583 0.104
H -3.443 -2.749 -1.888 0.118
S 1.641 -2.581 0.952 0.505
C 0.647 -2.020 2.251 -1.155
N -0.231 -1.058 2.129 -0.115
C -0.888 -0.767 3.332 -0.283
C -1.864 0.205 3.538 -0.008
C -2.407 0.345 4.805 -0.080
C -1.988 -0.469 5.865 -0.092
C -1.018 -1.434 5.668 -0.089
C -0.476 -1.570 4.392 -0.471
S 0.745 -2.676 3.850 1.054
H -2.186 0.838 2.721 0.102
H -3.169 1.098 4.980 0.103
H -2.426 -0.342 6.848 0.101
H -0.688 -2.066 6.486 0.109
O 0.633 0.856 -2.141 -0.088
C 0.518 1.802 -2.932 -0.443
C 0.862 1.634 -4.387 -0.085
C 2.107 2.444 -4.786 -0.178
C 1.858 3.932 -5.026 -0.207
C 1.358 4.717 -3.815 -0.180
C 0.024 4.213 -3.281 -0.154
N 0.145 2.994 -2.476 0.125
H 0.001 1.919 -5.005 0.130
H 1.027 0.571 -4.532 0.121
H 2.515 1.998 -5.694 0.112
H 2.878 2.311 -4.018 0.126
H 1.121 4.029 -5.833 0.115
H 2.777 4.387 -5.401 0.111
H 1.248 5.770 -4.081 0.113
H 2.091 4.674 -3.001 0.121
H -0.674 4.040 -4.104 0.122
H -0.447 4.951 -2.635 0.122
H -0.015 3.047 -1.477 0.104
```

As for the HOMO-LUMO gap (alpha / beta): 7.943 / 5.434 eV. Its largest force on an atom is 2.38 eV/A. Its multiplicity is 8. As for the energy relative to the best compared isomer or geometry (same formula, charge and spin): 4.5 kcal per mole. As for the HOMO energy (alpha / beta): -7.9 / -7.9 eV. For the LUMO energy (alpha / beta), the calculation gives 0.018 / -2.458 eV.

> The highest largest force on an atom belongs to which entry?

C4H7N